Formula: C6H14N2O2
Source: OMol25
Level of theory: ωB97M-V with the def2-TZVPD basis set

```
24
Properties=species:S:1:pos:R:3:forces:R:3
C -1.8123 0.7729 -2.1672 -1.0 0.2 -0.7
C -0.7043 -2.5469 -0.7967 -1.7 -0.4 -1.5
C -1.4653 -0.6920 -2.2469 -1.5 2.6 -0.2
O -1.6992 -1.4119 -3.1716 0.7 -0.7 0.6
N -0.9974 -1.1280 -0.9755 2.1 -3.3 -0.2
H -2.4588 1.1148 -2.9796 0.1 -0.6 -0.2
H -0.4415 -0.6307 -0.2459 -0.1 1.0 0.6
H -1.0278 -3.0647 -1.7146 0.0 0.2 0.4
H -2.4496 0.9117 -1.2792 0.8 0.3 0.1
H -0.9525 1.4229 -2.2809 0.3 0.1 0.7
H 0.3454 -2.8506 -0.6660 -0.3 0.7 0.8
H -1.4409 -2.8343 -0.0127 0.9 -0.2 0.2
C 0.7521 2.0809 0.1539 -0.2 -1.7 -4.3
C 1.8136 -0.1058 3.0937 -0.8 0.5 -1.1
C 1.1856 0.2729 1.7389 0.5 -1.3 2.1
O 0.5419 -0.6721 1.2517 -0.6 1.3 -2.0
N 1.3554 1.5202 1.3005 0.9 0.8 0.5
H 1.9525 2.1371 1.8400 -0.2 -0.4 0.1
H 1.0080 1.4463 -0.7764 0.1 0.3 1.2
H 1.8921 0.7617 3.7406 0.3 -0.1 0.2
H -0.3093 1.8542 0.1608 -0.5 1.1 0.3
H 1.0774 3.0457 -0.3195 -0.4 -0.4 1.8
H 1.0660 -0.8160 3.4676 0.6 0.1 0.3
H 2.7689 -0.5882 2.8853 0.0 0.0 0.3
```
Positions in Å, forces in eV/Å.

E_HOMO (spin up / spin down) ... -13.869 / -13.862 eV
Net charge ... +1
⟨S²⟩ ... 0.77
E_tot ... -13515.3764 eV
Orbital gap (spin up / spin down) ... 10.885 / 5.651 eV
Spin multiplicity ... 2
ΔE to the lowest compared entry with this formula, charge and spin ... 133.5 kJ/mol